[1]
The following is a DFT calculation (the ωB97M-V functional and the def2-TZVPD basis) of C15H13ClFN3O4S in the gas phase.

Values from the calculation:
SMILES	CC(C)OC(=O)c1cc(-n2c(=O)nc3n(c2=O)CCS3)c(F)cc1Cl
max |F|	5.51	eV/Å
energy relative to the best compared isomer or geometry (same formula, charge and spin)	0.000	eV
2S+1	1
net charge	0

Element x y z (Å)
C -6.21120 0.29711 0.11606
C -4.94572 -0.34145 -0.46384
C -4.87409 -1.78971 0.05267
O -3.80073 0.44228 -0.05812
C -2.61146 0.23731 -0.64783
O -2.43221 -0.52766 -1.61120
C -1.40552 0.92336 -0.14852
C -0.13015 0.44035 -0.52625
C 1.04257 1.10604 -0.15107
N 2.27910 0.50028 -0.46015
C 3.06886 0.98318 -1.47861
O 2.57423 1.76049 -2.30754
N 4.35826 0.61591 -1.69977
C 4.83129 -0.31462 -0.93471
N 4.13672 -0.89230 0.09281
C 2.86813 -0.45254 0.36699
O 2.27455 -0.95569 1.33168
C 4.83925 -1.96386 0.77262
C 6.31850 -1.62058 0.55847
S 6.46707 -0.88655 -1.07427
C 0.94517 2.26008 0.64611
F 2.05942 2.88190 1.07038
C -0.31628 2.80628 0.90742
C -1.49715 2.15780 0.54203
Cl -3.00385 2.98561 0.96543
H -6.12219 0.48702 1.17236
H -6.44958 1.24267 -0.39034
H -7.04761 -0.38919 -0.05616
H -5.04195 -0.38667 -1.51851
H -5.04888 -1.85815 1.13973
H -3.92896 -2.22353 -0.25104
H -5.62479 -2.40705 -0.43181
H -0.04779 -0.45569 -1.13253
H 4.60427 -1.99896 1.87299
H 4.58853 -2.94766 0.35195
H 6.72255 -0.90390 1.25661
H 6.93669 -2.54039 0.65147
H -0.37505 3.72847 1.47450

Want to see where the charge sits? The Mulliken charges in e are:
1 C -1.446
2 C 0.548
3 C -1.347
4 O -0.278
5 C 0.359
6 O -0.646
7 C -0.064
8 C 0.158
9 C -1.004
10 N 0.268
11 C 0.579
12 O -0.611
13 N -0.538
14 C 0.506
15 N 0.031
16 C 0.642
17 O -0.650
18 C -0.613
19 C -0.541
20 S -0.088
21 C 0.750
22 F -0.315
23 C -0.737
24 C 0.389
25 Cl -0.176
26 H 0.365
27 H 0.335
28 H 0.415
29 H 0.290
30 H 0.294
31 H 0.393
32 H 0.411
33 H 0.539
34 H 0.300
35 H 0.280
36 H 0.332
37 H 0.411
38 H 0.458


[2]
The following is a DFT calculation (the ωB97M-V functional and the def2-TZVPD basis) of a molecular structure, C15H13INO7V.

Values from the calculation:
max |F|	1.12	eV/Å
total energy	-65366.6345	eV
2S+1	1
net charge	0

Element x y z (Å)
N -2.15567 4.55345 -2.00408
C -3.12627 3.56304 -1.48879
C -2.83526 3.23131 -0.01792
C -1.98704 2.00242 0.15944
C -2.53728 0.76174 -0.21794
C -3.89680 0.60031 -0.76574
O -4.01306 -0.06686 -1.81318
O -4.88635 1.06108 -0.17224
C -1.79754 -0.42287 -0.10017
C -0.51691 -0.38951 0.41648
C 0.05427 0.81303 0.81871
C -0.68222 2.01210 0.67260
I 0.18500 3.86103 1.17159
C 1.42877 0.72452 1.39173
O 1.89875 1.55996 2.11673
C 2.21249 -0.47066 1.05628
C 1.68649 -1.63423 0.65912
C 2.60463 -2.78724 0.36379
C 1.98127 -4.16636 0.39863
O 1.47150 -4.47620 -0.90127
C 0.21962 -1.69560 0.51458
O -0.41491 -2.71760 0.45720
H -2.50719 4.87103 -2.90046
H -1.29882 4.05243 -2.21095
H -4.13822 3.94135 -1.55908
H -3.05683 2.64655 -2.07691
H -3.78940 3.01054 0.44768
H -2.43714 4.09405 0.49320
H -2.24672 -1.34788 -0.41806
H 3.28056 -0.37917 1.17857
H 3.13293 -2.63657 -0.57180
H 3.37305 -2.75880 1.12809
H 2.74082 -4.91392 0.62170
H 1.19038 -4.22551 1.13238
H 0.57444 -4.80755 -0.82020
O 5.33324 -1.66055 1.17345
V 6.74538 -2.52920 0.93271
O 8.21004 -3.27367 0.73414

Want to see where the charge sits? The Mulliken charges in e are:
1 N -0.662
2 C -0.413
3 C -1.586
4 C 0.695
5 C 0.706
6 C 0.312
7 O -0.534
8 O -0.554
9 C -0.865
10 C 0.213
11 C 0.825
12 C -0.679
13 I 0.153
14 C -0.103
15 O -0.536
16 C -0.639
17 C 0.191
18 C -0.422
19 C -0.727
20 O -0.557
21 C 0.675
22 O -0.599
23 H 0.247
24 H 0.220
25 H 0.421
26 H 0.422
27 H 0.338
28 H 0.579
29 H 0.575
30 H 0.569
31 H 0.358
32 H 0.357
33 H 0.305
34 H 0.414
35 H 0.325
36 O -0.952
37 V 1.727
38 O -0.800


[3]
The following is a DFT calculation (the ωB97M-V functional and the def2-TZVPD basis) of a molecular structure, C15H13N3O2ReS2.

Values from the calculation:
max |F|	0.92	eV/Å
energy relative to the best compared isomer or geometry (same formula, charge and spin)	0.199	eV
2S+1	4
net charge	+2

Element x y z (Å)
Re 0.97028 -0.57478 -0.10569
O 1.93694 -0.04234 3.72473
C 1.90038 0.45660 2.65867
O 1.86047 -0.42788 1.52586
C 1.96017 1.88505 2.30675
C 2.21778 2.74738 3.36973
C 2.32739 4.11274 3.17097
C 2.18506 4.63182 1.89446
C 1.91428 3.79123 0.82289
C 1.79133 2.42245 1.02212
S 1.34803 1.58705 -0.49531
H 2.33731 2.31942 4.35598
H 2.52698 4.76545 4.00911
H 2.27881 5.69553 1.72295
H 1.79281 4.20639 -0.17016
N 3.69539 -3.35222 -2.50842
C 3.20577 -2.56421 -1.56953
N 3.75657 -2.54493 -0.36912
S 1.83516 -1.59801 -2.06692
H 4.49347 -3.94980 -2.34762
H 3.26541 -3.39327 -3.41962
H 4.55222 -3.12830 -0.15046
H 3.47631 -1.88940 0.34266
N -0.87329 -0.87249 -0.83586
C -2.01927 -0.95560 -0.98380
C -3.40873 -1.06922 -1.20706
C -4.28954 -0.36592 -0.37259
C -5.64571 -0.49838 -0.58800
C -6.10513 -1.31589 -1.61640
C -5.22513 -2.00834 -2.44308
C -3.86542 -1.89332 -2.24555
H -3.91167 0.26512 0.42053
H -6.34672 0.03100 0.04141
H -7.17049 -1.41605 -1.77780
H -5.60272 -2.63539 -3.23826
H -3.16450 -2.42150 -2.87752

Want to see where the charge sits? The Mulliken charges in e are:
1 Re 0.784
2 O -0.451
3 C 0.709
4 O -0.395
5 C 0.464
6 C -0.615
7 C -0.602
8 C -0.574
9 C -0.869
10 C 0.730
11 S -0.115
12 H 0.464
13 H 0.429
14 H 0.405
15 H 0.436
16 N -0.382
17 C 0.961
18 N -0.258
19 S -0.318
20 H 0.225
21 H 0.210
22 H 0.244
23 H 0.031
24 N -0.405
25 C 0.510
26 C 0.638
27 C -0.415
28 C -0.636
29 C -0.307
30 C -0.655
31 C -0.363
32 H 0.430
33 H 0.423
34 H 0.411
35 H 0.421
36 H 0.435


[4]
The following is a DFT calculation (the ωB97M-V functional and the def2-TZVPD basis) of C15H13N3O3S2 in the gas phase.

Values from the calculation:
SMILES	CCOC(=O)Cc1csc(NC(=O)c2ccc3ncsc3c2)n1
max |F|	13.18	eV/Å
energy relative to the best compared isomer or geometry (same formula, charge and spin)	10.702	eV
2S+1	1
net charge	0

Element x y z (Å)
C -8.20126 -1.55169 -0.21354
C -6.75866 -2.03029 -0.84969
O -5.82688 -1.94410 -0.07230
C -5.37855 -0.62904 0.13306
O -5.74676 0.21416 -0.49480
C -4.28120 -0.40536 1.03580
C -3.13583 0.39374 0.59528
C -3.07132 1.58198 0.16884
S -1.58329 2.36085 -0.22616
C -1.04895 0.71551 0.21252
N 0.41209 0.39612 0.31957
C 1.31742 1.18769 -0.28445
O 0.92963 2.27614 -0.42053
C 2.77460 0.58661 -0.05134
C 3.60469 1.84279 0.11853
C 5.01486 1.43355 -0.07804
C 5.41145 0.14502 0.09988
N 6.71454 -0.21079 -0.22366
C 6.82920 -1.62960 -0.04913
S 5.21266 -2.65516 -0.15040
C 4.55016 -0.79849 -0.17042
C 3.06220 -0.64570 -0.06711
N -1.82148 -0.37484 0.64785
H -8.47351 -2.14863 0.64016
H -8.27619 -0.53844 -0.16637
H -9.00152 -1.61380 -0.95661
H -6.74440 -3.01149 -1.02320
H -6.63249 -1.54214 -1.81468
H -3.96654 -1.44595 1.33310
H -4.69603 0.10950 2.03507
H -3.95546 2.35847 -0.03499
H 0.68050 -0.63054 0.73316
H 3.38729 2.88927 0.03039
H 5.75670 2.25179 0.24306
H 7.68732 -2.06662 -0.05622
H 2.28998 -1.41726 -0.13608

Want to see where the charge sits? The Mulliken charges in e are:
1 C -1.243
2 C -0.367
3 O -0.374
4 C 0.619
5 O -0.418
6 C -0.688
7 C 0.057
8 C 0.002
9 S 0.045
10 C 0.184
11 N -0.168
12 C 0.794
13 O -0.670
14 C 0.473
15 C -0.749
16 C -0.504
17 C 0.465
18 N -0.589
19 C -0.299
20 S -0.128
21 C -0.192
22 C -0.144
23 N -0.575
24 H 0.294
25 H 0.432
26 H 0.376
27 H 0.439
28 H 0.354
29 H 0.180
30 H 0.244
31 H 0.221
32 H 0.312
33 H 0.388
34 H 0.259
35 H 0.612
36 H 0.356